C5H8BrN2O | the ωB97M-V functional and the def2-TZVPD basis

Output
HOMO energy (alpha / beta) = -13.18 / -13.18 eV
SMILES = CO/C=C/C=[NH+]\C=N\Br
LUMO energy (alpha / beta) = -5.25 / -5.25 eV
Charge = +1

Structure (XYZ):
```
17
C5H8BrN2O | the Open Molecules 2025 dataset | the ωB97M-V functional and the def2-TZVPD basis
C -2.0039 2.5778 0.1841
O -2.0507 1.1852 -0.2113
C -1.0361 0.4673 -0.1257
C -1.0577 -0.9015 -0.5902
C 0.0017 -1.8325 -0.3532
N 1.1299 -1.8973 0.3182
C 2.2585 -1.0449 0.3892
N 2.5224 0.0259 -0.2545
Br 4.3110 0.5721 -0.1766
H -2.1626 3.1600 -0.7920
H -1.0310 2.9086 0.5513
H -2.8715 2.6105 0.8331
H -0.2002 0.7260 0.5636
H -1.8905 -1.2866 -1.0544
H -0.3566 -2.7760 -0.8191
H 1.5056 -2.7861 0.5558
H 2.9317 -1.7087 0.9815
```

Löwdin atomic charge list, values in e, 6 entries: number 1, C, carries 0.0308; number 2, O, carries -0.0012; number 3, C, carries -0.0784; number 4, C, carries 0.0263; number 5, C, carries -0.0389; number 6, N, carries 0.0653

C5H8BrN2O2 | the ωB97M-V functional and the def2-TZVPD basis

Output
HOMO energy = -14.30 eV
SMILES = O=[N+]([O-])/C=C/C/[NH+]=C\CBr
LUMO energy = -5.80 eV
Charge = +1

Structure (XYZ):
```
18
C5H8BrN2O2 | the Open Molecules 2025 dataset | the ωB97M-V functional and the def2-TZVPD basis
O -4.4129 1.6185 -0.2959
N -3.3128 1.3483 0.1670
O -2.9979 1.3721 1.3155
C -2.2508 1.0991 -0.7709
C -1.4374 0.1203 -0.4991
C -0.2623 -0.4256 -1.2574
N 0.6728 -1.0695 -0.3920
C 1.1801 -0.6169 0.6787
C 1.0264 0.7922 1.2340
Br 2.2225 1.9688 0.1694
H -2.2112 1.7260 -1.5999
H -1.5198 -0.5723 0.3044
H -0.6725 -1.2091 -1.9180
H 0.4006 0.3647 -1.6114
H 0.7277 -2.0331 -0.5836
H 1.9905 -1.2398 0.9759
H 0.0782 1.2408 0.9366
H 1.3761 0.8293 2.2332
```

Löwdin atomic charge list, values in e, 6 entries: number 1, O, carries 0.1202; number 2, N, carries -0.4052; number 3, O, carries 0.1159; number 4, C, carries 0.0310; number 5, C, carries -0.0591; number 6, C, carries -0.1109

C5H8Cl2 | the ωB97M-V functional and the def2-TZVPD basis

Output
HOMO energy (alpha / beta) = -8.85 / -7.81 eV
LUMO energy (alpha / beta) = 0.07 / -0.44 eV
Charge = 0

Structure (XYZ):
```
15
C5H8Cl2 | the Open Molecules 2025 dataset | the ωB97M-V functional and the def2-TZVPD basis
C 2.1806 0.2994 0.0748
C 3.1567 -0.5196 -0.0456
C -0.4964 -0.0021 1.1588
C -0.9354 -0.1206 -1.3037
C -0.2898 -0.7255 -0.0620
Cl 4.7714 0.1506 0.0360
Cl 0.0342 -2.3722 0.0109
H 2.1460 1.3885 0.4451
H 3.1129 -1.5965 -0.1651
H -1.4655 -0.3150 1.7184
H -0.6431 1.0429 1.2055
H 0.2334 -0.1260 1.9161
H -0.8737 0.9184 -1.2305
H -0.3998 -0.4848 -2.3307
H -1.9267 -0.4692 -1.5817
```

Löwdin atomic charge list, values in e, 6 entries: number 1, C, carries -0.0487; number 2, C, carries -0.6843; number 3, C, carries -0.2137; number 4, C, carries -0.1197; number 5, C, carries -0.8203; number 6, Cl, carries 0.5508

C5H8Cl2N2PtS4Sb | the ωB97M-V functional and the def2-TZVPD basis

Output
HOMO energy (alpha / beta) = -4.63 / -4.60 eV
LUMO energy (alpha / beta) = 2.00 / 0.91 eV
Multiplicity = 3
Charge = -1

Structure (XYZ):
```
23
C5H8Cl2N2PtS4Sb | the Open Molecules 2025 dataset | the ωB97M-V functional and the def2-TZVPD basis
Pt 0.9458 0.1743 1.4203
Cl 0.7342 2.4909 1.0089
C 3.4098 2.0192 -1.4604
Cl 3.3926 0.4372 -0.8593
H 3.8388 2.7696 -0.8180
H 2.6851 2.2598 -2.2201
S 3.7704 -2.9015 4.3931
Sb 1.9439 -1.6410 4.1140
S 2.3353 0.5337 3.2102
S 0.9744 -1.9669 1.8142
S 0.1807 -1.7598 5.4872
C -3.6437 0.1150 -1.6275
N -2.2485 -0.1201 -1.3145
C -1.3192 -0.7516 -2.1079
C -0.1549 -0.7545 -1.4040
N -0.3682 -0.1368 -0.2017
C -1.6270 0.2317 -0.1731
H -3.8352 -0.2327 -2.6394
H -3.8695 1.1785 -1.5723
H -4.2873 -0.4304 -0.9390
H -1.5717 -1.1298 -3.0822
H 0.8121 -1.1449 -1.6668
H -2.0981 0.7601 0.6384
```

Löwdin atomic charge list, values in e, 6 entries: number 1, Pt, carries 0.2247; number 2, Cl, carries -0.2597; number 3, C, carries -0.5141; number 4, Cl, carries 0.5221; number 5, H, carries -0.0063; number 6, H, carries -0.0101

C5H8Cl2O | the ωB97M-V functional and the def2-TZVPD basis

Output
HOMO energy = -9.50 eV
SMILES = C=C(CCl)OCCCl
LUMO energy = 0.77 eV
Charge = 0

Structure (XYZ):
```
16
C5H8Cl2O | the Open Molecules 2025 dataset | the ωB97M-V functional and the def2-TZVPD basis
C -0.6771 1.4035 -0.6948
C -1.0189 0.2571 0.0407
C -2.4229 0.1249 0.4209
Cl -2.7487 -1.5039 -0.3475
O -0.1368 -0.7363 0.6978
C 1.2768 -0.1145 0.6609
C 2.0806 -1.0019 -0.3646
Cl 3.9565 -0.6726 -0.1671
H 0.3770 1.4932 -1.2071
H -1.5086 1.8080 -1.0494
H -2.6565 0.2380 1.4219
H -3.0581 0.8328 -0.0466
H 1.7963 -0.3058 1.6452
H 1.1150 1.1092 0.6045
H 1.8609 -2.0984 -0.2582
H 1.7645 -0.8333 -1.3567
```

Löwdin atomic charge list, values in e, 6 entries: number 1, C, carries 0.0590; number 2, C, carries -0.4280; number 3, C, carries -0.4617; number 4, Cl, carries 0.5828; number 5, O, carries -0.1423; number 6, C, carries -0.2160

C5H8Cl3CuO2 | the ωB97M-V functional and the def2-TZVPD basis

Output
HOMO energy (alpha / beta) = -13.60 / -13.60 eV
LUMO energy (alpha / beta) = -5.53 / -8.82 eV
Multiplicity = 2
Charge = +1

Structure (XYZ):
```
19
C5H8Cl3CuO2 | the Open Molecules 2025 dataset | the ωB97M-V functional and the def2-TZVPD basis
Cu 30.2490 1.3672 -0.6956
Cl 28.3672 1.1497 -2.5379
O 29.7167 3.5358 -0.9696
C 29.2918 4.4854 -1.5983
O 28.7801 5.5354 -1.0082
C 28.1323 6.3851 -1.9971
C 28.8927 6.0788 -3.2740
C 29.2572 4.6162 -3.1147
H 28.1554 7.4396 -1.7565
H 27.1250 5.9822 -2.1077
H 29.7514 6.7436 -3.3969
H 28.2965 6.3673 -4.1445
H 30.1796 4.3413 -3.6236
H 28.5334 3.8984 -3.5146
C 25.1366 2.4040 -2.3341
Cl 23.4065 2.1203 -2.6993
Cl 25.3197 3.6325 -1.0430
H 25.4887 1.4269 -2.0357
H 25.6094 2.7807 -3.2313
```

Löwdin atomic charge list, values in e, 6 entries: number 1, Cu, carries 0.5969; number 2, Cl, carries 0.3523; number 3, O, carries 0.0249; number 4, C, carries -0.4793; number 5, O, carries 0.0858; number 6, C, carries -0.0981

C5H8Cl3N5 | the ωB97M-V functional and the def2-TZVPD basis

Output
HOMO energy (alpha / beta) = -14.12 / -14.12 eV
LUMO energy (alpha / beta) = -11.50 / -11.50 eV
Charge = +2

Structure (XYZ):
```
21
C5H8Cl3N5 | the Open Molecules 2025 dataset | the ωB97M-V functional and the def2-TZVPD basis
C 0.2723 -1.8670 -1.0227
C -0.0511 -0.6744 -0.5331
C 0.7853 -1.1177 2.2639
C -0.4955 0.5186 -0.2811
C 0.0244 1.1461 2.0753
N 0.5830 -2.9217 -1.4005
N 0.5244 0.0668 2.7779
N -0.4191 1.3584 0.8554
N 0.7910 0.4368 4.0977
N -0.9376 2.5720 0.5952
Cl 1.4267 -2.3608 3.1192
Cl -1.4495 2.7877 -2.5403
Cl 1.0121 -5.9057 -9.6105
H -1.0028 1.0381 -1.1183
H -0.0257 2.0146 2.7297
H 2.2280 -6.3394 -9.6709
H -0.0343 0.4829 4.6891
H 1.4932 -0.1586 4.5246
H -0.8705 3.2980 1.2924
H -2.7284 2.7927 -2.4667
H -1.1258 2.8323 -0.3766
```

Löwdin atomic charge list, values in e, 6 entries: number 1, C, carries -0.1212; number 2, C, carries 0.2031; number 3, C, carries -0.4432; number 4, C, carries 0.0168; number 5, C, carries 0.0709; number 6, N, carries 0.3613

C5H8ClN | the ωB97M-V functional and the def2-TZVPD basis

Output
HOMO energy = -9.24 eV
SMILES = Cl[C@@]12CCN[C@@H]1C2
LUMO energy = 1.04 eV
Charge = 0

Structure (XYZ):
```
15
C5H8ClN | the Open Molecules 2025 dataset | the ωB97M-V functional and the def2-TZVPD basis
Cl 0.9733 -1.5802 1.9415
C 0.1410 -0.4965 0.8713
C 0.8857 0.7878 0.4651
C 0.8321 0.7269 -1.0615
N -0.3119 -0.0971 -1.4520
C -0.5385 -1.0150 -0.3694
C -1.3461 -0.4906 0.8527
H 0.3235 1.6768 0.8318
H 1.8875 0.7881 0.8567
H 1.7686 0.2563 -1.3663
H 0.8242 1.6856 -1.6183
H -1.1213 0.5232 -1.5779
H -0.5767 -2.0632 -0.6078
H -1.8419 -1.1665 1.5210
H -1.8994 0.4644 0.7133
```

Löwdin atomic charge list, values in e, 6 entries: number 1, Cl, carries 0.6790; number 2, C, carries -0.8235; number 3, C, carries -0.1567; number 4, C, carries -0.2137; number 5, N, carries -0.0284; number 6, C, carries -0.2751

C5H8ClN | the ωB97M-V functional and the def2-TZVPD basis

Output
HOMO energy = -7.94 eV
SMILES = C[C@@H]1C=C(Cl)N1C
LUMO energy = 0.94 eV
Charge = 0

Structure (XYZ):
```
15
C5H8ClN | the Open Molecules 2025 dataset | the ωB97M-V functional and the def2-TZVPD basis
C 1.2097 -0.9291 -1.0040
C 0.6712 -0.4094 0.2729
C -0.3585 -1.4106 0.9905
C -1.3375 -0.4546 0.7345
Cl -2.9398 -0.3108 0.9387
N -0.4909 0.4848 0.0221
C -0.4869 1.9598 0.0681
H 0.3109 -1.3770 -1.5656
H 1.9053 -1.6437 -0.8758
H 1.6431 -0.2176 -1.7290
H 1.5030 -0.0593 0.8434
H -0.4105 -2.4102 1.1356
H -0.4700 2.2002 -0.9920
H -1.2183 2.4227 0.7017
H 0.4693 2.1547 0.4589
```

Löwdin atomic charge list, values in e, 6 entries: number 1, C, carries -0.0773; number 2, C, carries -0.3273; number 3, C, carries 0.0088; number 4, C, carries -0.8118; number 5, Cl, carries 0.7775; number 6, N, carries -0.1500

C5H8ClN2O3 | the ωB97M-V functional and the def2-TZVPD basis

Output
HOMO energy (alpha / beta) = -9.46 / -10.28 eV
LUMO energy (alpha / beta) = -0.70 / -2.44 eV
Multiplicity = 2
Charge = 0

Structure (XYZ):
```
19
C5H8ClN2O3 | the Open Molecules 2025 dataset | the ωB97M-V functional and the def2-TZVPD basis
C 0.1082 0.7864 -0.4403
C 0.9992 -0.2326 -0.7790
C 2.0328 -0.9441 0.0162
O 2.5309 -1.9659 -0.4623
C -0.7280 1.3792 -1.5444
Cl 0.8188 2.1124 0.5416
H 0.8808 -0.6593 -1.7768
N 2.3579 -0.5069 1.2471
H -0.1703 2.1433 -2.1016
H -1.0250 0.5929 -2.2490
H -1.6276 1.8485 -1.1228
H 3.1200 -0.9628 1.7307
H 1.9572 0.3261 1.6538
C -1.4049 -0.0838 1.1083
H -0.6975 -0.4660 1.8438
H -1.9815 0.8097 1.3424
N -2.1917 -1.1182 0.5136
O -1.7239 -2.2500 0.4866
O -3.2555 -0.8089 -0.0078
```

Löwdin atomic charge list, values in e, 6 entries: number 1, C, carries -0.6709; number 2, C, carries -0.0078; number 3, C, carries -0.5428; number 4, O, carries 0.0455; number 5, C, carries -0.1280; number 6, Cl, carries 0.6737

C5H8ClN3O | the ωB97M-V functional and the def2-TZVPD basis

Output
HOMO energy = -10.37 eV
SMILES = CC(C)=NCl.N#CNC=O
LUMO energy = 0.29 eV
Charge = 0

Structure (XYZ):
```
18
C5H8ClN3O | the Open Molecules 2025 dataset | the ωB97M-V functional and the def2-TZVPD basis
C -1.8856 -0.4553 -0.6300
C -0.6422 -1.1960 -0.2576
C -0.9045 -2.5678 0.3259
N 0.5203 -0.7457 -0.5820
Cl 1.9680 -1.7240 -0.2974
H -2.3734 -0.0188 0.2655
H -1.5815 0.3776 -1.2311
H -2.5633 -1.0748 -1.3323
H -1.9252 -2.9006 0.5727
H -0.1461 -2.8386 1.0142
H -0.7885 -3.1124 -0.5578
N -0.6787 2.7876 1.3760
C 0.2834 2.4045 0.8735
N 1.3272 1.8300 0.2657
C 2.4582 2.5498 0.1824
O 2.6262 3.5080 0.8848
H 0.9796 1.0688 -0.3868
H 3.3261 2.1077 -0.4858
```

Löwdin atomic charge list, values in e, 6 entries: number 1, C, carries -0.0440; number 2, C, carries -0.4746; number 3, C, carries -0.0571; number 4, N, carries -0.3630; number 5, Cl, carries 0.5530; number 6, H, carries 0.1021

C5H8ClOP | the ωB97M-V functional and the def2-TZVPD basis

Output
HOMO energy (alpha / beta) = -8.69 / -8.69 eV
LUMO energy (alpha / beta) = -1.12 / -1.12 eV
Charge = 0

Structure (XYZ):
```
16
C5H8ClOP | the Open Molecules 2025 dataset | the ωB97M-V functional and the def2-TZVPD basis
C -0.7058 0.6683 0.8283
C -0.0917 0.0364 -0.2924
C -0.7828 -0.0575 2.0563
C 0.2221 -1.2885 -0.1121
C 0.3563 0.8016 -1.5174
O 2.0983 0.2678 2.9083
P 1.1402 -0.7068 2.3865
Cl 0.8659 -2.0440 3.8685
H -0.5693 1.7187 0.9532
H -1.0384 0.5696 2.9013
H -1.3357 -0.9106 2.0723
H -0.3888 -1.8444 0.5133
H 0.9064 -1.6591 -0.7733
H 0.5162 0.0198 -2.1691
H 1.2758 1.4983 -1.4957
H -0.3631 1.4110 -1.9251
```

Löwdin atomic charge list, values in e, 6 entries: number 1, C, carries -0.1145; number 2, C, carries -0.3625; number 3, C, carries -0.2757; number 4, C, carries 0.0320; number 5, C, carries -0.0406; number 6, O, carries -0.4455

Record-wise energy above the lowest of the compared OMol25 structures with the same formula, charge and spin values, in eV: 2.859, 2.980, 5.204, 0.255, 2.465, 0.000, 4.213, 0.742, 2.509, 0.124, 0.000, 2.491